This record from the Open Molecules 2025 dataset describes a cluster of 2 separate species, C33H47N5O2 in total in a non-equilibrium geometry. The level of theory is ωB97M-V with the def2-TZVPD basis set.

Structure (XYZ):
```
87
C33H47N5O2, DFT ωB97M-V with the def2-TZVPD basis set
C -6.776 2.170 -5.945
C -5.655 2.307 -4.916
N -4.852 1.093 -4.777
C -3.907 1.063 -3.754
C -2.601 0.555 -3.964
C -1.672 0.568 -2.938
C -2.045 0.872 -1.603
C -1.089 0.702 -0.556
C -1.498 0.475 0.802
C -2.591 -0.394 1.086
C -2.958 -0.692 2.389
C -2.361 0.000 3.466
N -2.761 -0.208 4.793
C -3.218 0.972 5.525
C -3.350 0.701 7.022
O -3.955 -0.558 7.317
C -3.319 -1.649 6.647
C -3.404 -1.475 5.136
C -1.316 0.919 3.196
C -0.848 1.098 1.906
C -3.378 1.357 -1.395
C -4.258 1.505 -2.452
C -4.589 0.287 -5.965
C -5.861 0.158 -6.794
O -6.387 1.450 -7.112
H -7.645 1.687 -5.459
H -7.053 3.164 -6.323
H -5.023 3.164 -5.225
H -6.104 2.551 -3.949
H -2.309 0.188 -4.950
H -0.632 0.299 -3.124
H -0.064 1.009 -0.755
H -3.148 -0.837 0.259
H -3.755 -1.414 2.582
H -2.500 1.782 5.365
H -4.210 1.303 5.153
H -2.348 0.771 7.485
H -4.030 1.440 7.471
H -2.253 -1.739 6.934
H -3.883 -2.536 6.968
H -4.465 -1.486 4.820
H -2.868 -2.293 4.643
H -0.862 1.453 4.034
H -0.022 1.785 1.710
H -3.697 1.653 -0.394
H -5.253 1.919 -2.280
H -3.795 0.739 -6.591
H -4.267 -0.713 -5.650
H -5.637 -0.295 -7.770
H -6.592 -0.457 -6.231
C 9.478 1.784 2.586
C 8.822 0.446 2.248
C 8.026 0.493 0.954
C 7.365 -0.846 0.575
N 5.918 -0.886 0.832
C 5.304 -1.238 2.035
C 3.977 -1.041 1.877
N 3.787 -0.551 0.587
C 2.494 -0.249 -0.051
C 1.949 -1.446 -0.814
C 2.852 -1.970 -1.938
C 1.869 -2.638 -2.911
C 0.483 -2.073 -2.559
N 0.676 -1.109 -1.445
C 4.975 -0.471 -0.021
H 10.128 1.676 3.459
H 10.087 2.151 1.752
H 8.722 2.541 2.819
H 9.593 -0.332 2.161
H 8.162 0.142 3.073
H 7.269 1.287 1.007
H 8.706 0.757 0.133
H 7.507 -1.004 -0.501
H 7.824 -1.675 1.128
H 5.862 -1.604 2.878
H 3.159 -1.196 2.557
H 1.779 0.032 0.735
H 2.641 0.596 -0.747
H 1.798 -2.269 -0.078
H 3.359 -1.126 -2.428
H 3.612 -2.663 -1.554
H 2.136 -2.432 -3.951
H 1.864 -3.723 -2.761
H 0.026 -1.560 -3.409
H -0.207 -2.878 -2.256
H -0.082 -1.210 -0.772
H 5.146 -0.129 -1.037
```

Values from the calculation:
orbital gap	5.78	eV
strongest force on any atom	0.0515	Eh/bohr
2S+1	1
total charge	+2